Density functional theory data (ωB97M-V with the def2-TZVPD basis set) for C19H10Cl5NO2STc as an isolated structure.

Geometry as XYZ:
```
39
Properties=species:S:1:pos:R:3
Tc 0.521 0.282 -0.588
Cl -0.892 -1.517 -1.659
Cl -3.934 3.840 -2.094
Cl -1.183 3.698 -0.723
Cl -3.782 -1.482 -3.095
Cl -5.254 1.304 -3.264
S 0.904 -1.871 1.851
O 2.140 4.041 0.330
O 1.203 -1.229 0.399
N 1.340 1.873 -0.222
C 4.756 -2.949 2.194
C -1.868 2.274 -1.380
C 1.746 3.005 0.061
C -3.122 2.347 -1.995
C 0.627 -4.240 0.459
C -3.735 1.199 -2.533
C -0.968 -3.709 2.232
C -1.213 1.035 -1.335
C 3.528 -2.696 1.617
C 2.518 -2.186 2.432
C 3.940 -2.197 4.345
C -1.873 -0.059 -1.872
C -0.031 -5.435 0.243
C 4.957 -2.708 3.553
C -3.099 -0.055 -2.470
C -1.605 -4.924 2.009
C 0.143 -3.396 1.458
C 2.702 -1.915 3.784
C -1.138 -5.776 1.021
H 1.904 -1.500 4.386
H -1.326 -3.030 2.996
H -1.639 -6.720 0.850
H 3.371 -2.872 0.562
H 5.923 -2.917 3.994
H -2.466 -5.194 2.604
H 5.563 -3.337 1.587
H 1.491 -3.976 -0.135
H 4.109 -2.004 5.395
H 0.323 -6.112 -0.524
```

Summary:
HOMO level (alpha / beta): -0.5567 / -0.5573 Eh
ΔE to the lowest compared entry with this formula, charge and spin: 0.0 kcal/mol
E_LUMO (alpha / beta): -0.3481 / -0.3345 Ha
multiplicity: 4
net charge: +2